# 1
Here is 17 unconnected molecules or ions with the total composition C96H212Cl2N12O8 from the OMol25 dataset. Energies are from ωB97M-V/def2-TZVPD.

```
330
C96H212Cl2N12O8 ωB97M-V/def2-TZVPD
C 5.97111 -2.03052 10.54862
C 7.07621 -0.86348 10.55560
C 8.45872 -1.50227 10.31972
C 8.95362 -1.60793 8.87987
C 8.84331 -0.24164 8.16309
C 7.44239 0.29629 8.01682
N 6.72853 0.04893 9.53472
O 5.59157 0.85281 9.61692
C 6.49379 -0.52168 7.13052
C 7.35729 1.78756 7.74200
C 7.00987 -0.08826 11.86995
H 5.01899 -1.66487 10.29021
H 6.05828 -2.42588 11.54923
H 6.24239 -2.76158 9.79597
H 8.34895 -2.46733 10.71154
H 9.30448 -0.93580 10.78208
H 8.41958 -2.40006 8.41534
H 10.02940 -1.86058 8.90262
H 9.28030 -0.30697 7.17590
H 9.47542 0.48394 8.70392
H 5.43527 -0.11655 7.03826
H 6.49561 -1.63792 7.43691
H 6.99259 -0.42284 6.17023
H 6.36661 2.19154 7.57983
H 7.98233 1.97141 6.89258
H 7.79338 2.40803 8.55330
H 6.00858 0.27223 12.04000
H 7.55685 0.81486 11.74941
H 7.39465 -0.64482 12.75450
C -0.13317 -0.31784 -2.96170
C 0.53522 0.76089 -2.10850
C 0.20028 0.75606 -0.56068
C 0.88105 -0.29400 0.22325
C 2.41391 -0.20897 0.11570
C 2.89280 -0.45356 -1.32476
N 2.05430 0.50078 -2.28083
O 2.68837 1.18282 -3.04333
C 2.58313 -1.85156 -1.93933
C 4.48402 -0.21378 -1.40209
C 0.16538 2.17158 -2.75448
H -1.14590 0.07436 -3.24082
H -0.20053 -1.36908 -2.50347
H 0.45083 -0.38263 -3.86333
H -0.86946 0.53950 -0.50087
H 0.34308 1.76454 -0.09290
H 0.60680 -1.36591 -0.08612
H 0.56286 -0.28408 1.27072
H 2.84195 -1.09579 0.63153
H 2.86898 0.70460 0.39982
H 3.06855 -2.59918 -1.26548
H 3.03245 -1.83479 -2.93868
H 1.53022 -2.01346 -1.99057
H 4.85909 -0.00734 -2.37902
H 5.08415 -1.03773 -1.05128
H 4.75409 0.71199 -0.90123
H 0.90077 2.89575 -2.39204
H -0.84676 2.43174 -2.49170
H 0.23402 2.08536 -3.81937
C -0.29887 -1.39292 -8.47783
C 0.03187 -0.21920 -9.37487
C -0.03734 1.05511 -8.56094
C 0.67778 2.26635 -9.14139
C 2.13688 1.78548 -9.13395
C 2.34379 0.56549 -10.03684
N 1.41823 -0.59237 -9.93172
O 1.66864 -1.62173 -10.22899
C 3.79007 0.04963 -9.80154
C 2.23415 0.96826 -11.51186
C -0.78020 -0.24269 -10.69424
H 0.28800 -1.29907 -7.55336
H -0.15106 -2.40952 -8.96243
H -1.34414 -1.28553 -8.23227
H 0.51435 0.77013 -7.64411
H -1.05921 1.25358 -8.20570
H 0.43254 3.17102 -8.64078
H 0.35212 2.47505 -10.18159
H 2.41915 1.47121 -8.15655
H 2.90407 2.42173 -9.57265
H 3.87551 -0.49189 -8.88589
H 4.36914 0.94959 -9.82786
H 4.07900 -0.60596 -10.62933
H 3.10178 1.56902 -11.73171
H 1.38044 1.66547 -11.62622
H 2.22557 0.14623 -12.26972
H -1.81817 -0.17802 -10.34221
H -0.82171 -1.14878 -11.30460
H -0.55776 0.60518 -11.36067
C 4.44504 -4.26384 -10.08460
C 4.51347 -5.22938 -8.87622
C 5.22880 -4.50624 -7.68633
C 5.00507 -5.16698 -6.34679
C 3.49740 -5.05671 -5.92244
C 2.52951 -5.85639 -6.92833
N 3.08648 -5.59366 -8.37630
O 2.31977 -6.04157 -9.32623
C 1.10124 -5.35131 -6.86150
C 2.66722 -7.36748 -6.76474
C 5.15465 -6.51652 -9.31083
H 5.46827 -4.13220 -10.48235
H 4.02116 -3.27206 -9.81370
H 3.88302 -4.71069 -10.93465
H 4.87272 -3.47139 -7.64353
H 6.25890 -4.29893 -7.96253
H 5.59462 -4.57156 -5.65501
H 5.32412 -6.21947 -6.32962
H 3.17631 -3.98819 -5.89180
H 3.22326 -5.46812 -4.94828
H 0.61275 -5.53333 -5.87835
H 0.45489 -5.86263 -7.58510
H 1.17223 -4.26506 -6.90952
H 2.19783 -7.98305 -7.55998
H 2.25136 -7.73208 -5.76070
H 3.67827 -7.73216 -6.72805
H 6.22058 -6.34382 -9.54294
H 4.70953 -7.05581 -10.19981
H 5.17253 -7.26176 -8.49730
C 6.32200 3.97648 -2.44964
O 6.20036 2.85791 -3.28735
C 6.52691 3.09463 -4.63257
C 7.10324 1.77676 -5.15179
N 8.30360 1.30402 -4.42254
H 9.04732 1.94729 -4.52909
H 8.11077 1.24207 -3.40867
C 8.71695 -0.08035 -4.80411
C 9.28143 -0.77698 -3.60914
O 8.37778 -0.54091 -2.53707
C 8.77822 -1.31825 -1.41883
H 5.79660 4.81152 -2.89576
H 7.37231 4.25620 -2.41530
H 5.98613 3.57032 -1.48425
H 7.23939 3.93182 -4.70987
H 5.65839 3.37611 -5.29653
H 7.38772 1.79991 -6.20829
H 6.37889 0.98796 -5.08386
H 9.38916 0.03096 -5.70102
H 7.77677 -0.62015 -5.13794
H 10.27841 -0.47735 -3.36530
H 9.27707 -1.84288 -3.75826
H 8.40169 -2.31921 -1.56221
H 8.29152 -0.81505 -0.54035
H 9.90228 -1.34529 -1.29996
C -5.65724 5.85199 -6.40712
O -6.79131 6.33855 -7.04005
C -7.19700 5.61097 -8.21350
C -8.62967 6.17796 -8.48428
N -8.61062 7.72088 -8.47624
H -8.16128 7.93174 -7.55284
H -8.00825 8.07019 -9.24907
C -9.98905 8.36769 -8.48603
C -9.80931 9.76750 -7.93416
O -9.69853 9.55084 -6.56455
C -9.37521 10.65737 -5.69238
H -4.80917 6.04788 -7.03163
H -5.80918 4.77093 -6.15168
H -5.50571 6.42594 -5.44353
H -7.25302 4.56687 -7.98142
H -6.51612 5.85815 -9.01508
H -9.26805 5.83267 -7.64701
H -8.98310 5.94160 -9.50677
H -10.66061 7.75658 -7.84769
H -10.30556 8.43278 -9.51607
H -10.59976 10.46438 -8.24616
H -8.90200 10.27305 -8.28975
H -8.57672 11.28380 -6.15482
H -9.22484 10.33635 -4.64661
H -10.23651 11.31974 -5.52537
C 0.09637 -8.96234 1.75201
C -1.25368 -8.76342 1.55457
C 3.07659 -11.64221 2.62751
N 2.30344 -12.18005 3.45839
C 1.38716 -13.24451 2.89671
C 2.27764 -11.92778 4.95838
C 3.33993 -11.02166 5.72888
C 4.76405 -11.41080 6.04748
C 5.63453 -12.42344 5.66675
H -0.36491 -6.67201 0.97097
H 0.83011 -8.96018 0.93933
H 0.67814 -9.04575 2.69441
H -1.42960 -8.84091 0.49701
H -1.96376 -8.83444 2.39984
H 3.76177 -10.82191 2.95401
H 3.11789 -11.85212 1.56099
H 0.43868 -13.08019 3.42388
H 1.69912 -14.27947 3.02353
H 1.20503 -13.14204 1.82725
H 2.28060 -12.92524 5.41325
H 1.28211 -11.52603 5.10399
H 2.80113 -10.88147 6.68582
H 3.45692 -10.00829 5.29886
H 4.75511 -12.21644 6.93055
H 5.28581 -10.55550 6.44710
H 5.19026 -13.28711 5.13092
H 6.65975 -12.60276 6.20429
C -8.01131 -0.44837 -3.70243
C -8.72827 -1.77471 -3.85224
C -9.25422 -1.91648 -5.28839
N -9.36844 -3.31122 -5.75715
C -10.13351 -4.17795 -4.79696
C -7.99539 -3.91251 -6.04925
C -8.14836 -4.83280 -7.26974
C -9.64809 -4.73428 -7.70435
C -10.11205 -3.41305 -7.11342
H -7.66677 -0.26801 -2.68547
H -8.62170 0.41674 -3.97053
H -7.12365 -0.44940 -4.33755
H -9.48814 -1.85650 -3.08995
H -7.95389 -2.51840 -3.72686
H -8.52131 -1.39347 -5.91569
H -10.15223 -1.32442 -5.37267
H -9.62097 -4.15673 -3.85878
H -10.29165 -5.17976 -5.23303
H -11.13242 -3.67090 -4.73837
H -7.66660 -4.43477 -5.15018
H -7.33905 -3.07151 -6.29104
H -7.91925 -5.82747 -6.95457
H -7.49039 -4.53090 -8.08295
H -10.18365 -5.55422 -7.24061
H -9.76509 -4.73622 -8.78101
H -11.17062 -3.25454 -6.88151
H -9.74714 -2.56180 -7.68546
C -3.08532 -1.41194 9.79301
C -3.12713 -2.09859 11.14982
C -4.28032 -1.35649 11.80522
N -4.29686 -1.46247 13.35608
C -4.25477 -2.92078 13.71569
C -5.39211 -0.66147 13.97253
C -4.73326 0.66213 14.51457
C -3.32339 0.52555 14.34053
C -2.98416 -0.85047 13.83832
H -2.68759 -0.40349 9.89386
H -4.12432 -1.26277 9.40949
H -2.41164 -1.92869 9.10080
H -2.09961 -2.07291 11.53180
H -3.34922 -3.17240 11.03911
H -5.24049 -1.71837 11.36185
H -4.22318 -0.28026 11.49605
H -4.54122 -2.95595 14.75920
H -3.28368 -3.30029 13.46647
H -5.05562 -3.47916 13.21195
H -5.85715 -1.16320 14.83285
H -6.16905 -0.54850 13.23270
H -5.05290 1.09983 15.55647
H -5.00576 1.57271 13.87614
H -2.70799 1.76191 19.47150
H -2.45993 1.01653 14.75582
H -2.66713 -1.25007 14.90742
H -2.17859 -1.21632 13.19967
C 0.27499 4.31845 4.31494
C 1.64429 4.87125 4.58989
C 1.51698 6.33451 5.05745
N 2.82337 6.95849 5.59754
C 3.99352 6.55954 4.71110
C 2.97388 6.52344 7.09241
C 2.09358 7.48620 7.88559
C 1.87361 8.71559 7.03145
C 2.66954 8.39781 5.76389
H -0.38549 4.33966 5.17987
H 0.40410 3.29629 3.98921
H -0.25717 4.86774 3.50512
H 2.30921 4.92071 3.66347
H 2.19129 4.23113 5.27317
H 0.73453 6.52282 5.83125
H 1.19938 6.94820 4.24232
H 4.86457 7.07239 5.15463
H 3.88376 6.86975 3.64262
H 4.17747 5.48954 4.88938
H 4.02184 6.62059 7.38760
H 2.70512 5.43744 7.16336
H 2.60834 7.67510 8.79957
H 1.14906 6.99638 8.17631
H 2.20400 9.64853 7.48257
H 0.79440 8.85660 6.81311
H 3.66083 8.86748 5.70356
H 2.18864 8.87952 4.93137
C 0.75318 6.82433 -2.15052
C 0.59586 8.06124 -1.21645
C 1.96910 8.61767 -0.86695
N 1.98298 10.11918 -0.47597
C 0.90413 10.38986 0.56816
C 1.75199 10.98373 -1.80018
C 2.98970 11.93372 -1.92796
C 4.10719 11.23826 -1.11813
C 3.42599 10.54941 0.02941
H -0.24735 6.74585 -2.53869
H 1.08638 5.99903 -1.55728
H 1.48305 7.05557 -2.89665
H 0.05137 7.77837 -0.31532
H 0.08940 8.79771 -1.84268
H 2.64184 8.56627 -1.73727
H 2.42662 8.03508 -0.07197
H 1.12359 9.82341 1.50144
H -0.03350 10.05268 0.08118
H 0.96174 11.44921 0.75348
H 0.73390 11.43064 -1.77776
H 1.66086 10.28017 -2.60075
H 2.71409 12.85513 -1.37221
H 3.27880 12.15372 -2.96290
H 4.72680 12.06247 -0.73435
H 4.64465 10.51054 -1.72749
H 3.23640 11.30440 0.77642
H 3.85916 9.63022 0.46148
C -6.88509 -0.36787 5.15503
C -7.04326 -1.82659 5.27817
C -8.52464 -2.25398 5.18795
N -8.83055 -3.75207 5.06238
C -10.28986 -4.00265 5.00585
C -8.30608 -4.62285 6.26900
C -7.60700 -5.83212 5.63626
C -7.13846 -5.38168 4.17876
C -8.21459 -4.37172 3.76850
H -7.32676 0.04790 4.26946
H -5.80039 -0.17424 5.07012
H -7.30933 0.18611 5.94429
H -6.60630 -2.27433 6.15574
H -6.51751 -2.30810 4.45299
H -8.95453 -1.74607 4.32011
H -9.10617 -1.98883 6.08225
H -10.32500 -5.06941 4.89236
H -10.76064 -3.63412 4.07987
H -10.68548 -3.68252 5.99374
H -9.18908 -4.96151 6.84914
H -7.69737 -3.96150 6.90010
H -8.37505 -6.61983 5.36450
H -6.85440 -6.39019 6.22247
H -7.04511 -6.24593 3.48724
H -6.14109 -4.92739 4.12843
H -9.07551 -4.81065 3.21697
H -7.94693 -3.60123 3.09354
Cl 2.01347 4.34167 1.01356
Cl 2.33023 -0.75297 -5.71216
```

LUMO, Ha: -0.547
DFT total energy, eV: -162155.2682
Largest force on an atom, hartree/bohr: 0.2055
Multiplicity: 1
Gap between HOMO and LUMO, Ha: 0.0398
Charge: +10

***

# 2
Here is C4H9NO2Si in the gas phase from the OMol25 dataset. Energies are from ωB97M-V/def2-TZVPD.

```
17
C4H9NO2Si ωB97M-V/def2-TZVPD
C 0.59806 0.19486 -1.83132
C -0.01559 0.19449 -0.49020
C 1.31719 -1.06468 -2.36621
C 0.45624 -0.98761 0.40102
N -1.39891 1.03190 3.01238
O 0.26487 0.99140 -2.70692
O -0.73794 1.18531 0.05247
Si -1.55888 1.66100 1.35625
H 2.06560 -0.70531 -3.20437
H 0.64352 -1.60763 -2.99239
H 1.72276 -1.70281 -1.61017
H 1.43371 -0.85046 0.59556
H 0.11820 -1.98613 0.13834
H -0.13372 -0.85142 1.25720
H -1.40061 0.02111 3.10661
H -2.14027 1.44631 3.55778
H -1.23425 3.02966 1.72397
```

LUMO (alpha / beta), Ha: -0.020 / -0.014
DFT total energy, eV: -17754.1908
Largest force on an atom, hartree/bohr: 0.0936
Multiplicity: 1
Gap between HOMO and LUMO (alpha / beta), Ha: 0.2491 / 0.2863
Charge: 0

***

# 3
Here is a molecular structure, C2H3N3O from the OMol25 dataset. Energies are from ωB97M-V/def2-TZVPD.

```
9
C2H3N3O ωB97M-V/def2-TZVPD
O 1.13854 1.57673 0.91328
C 0.36416 0.50329 0.76051
N -0.37086 -0.24512 1.42433
N -1.59792 -0.93803 -0.97113
N -0.44238 -0.62271 -1.29115
C 0.48373 -0.44837 -0.28475
H 1.03401 1.89315 1.82026
H -2.13444 -0.89009 -1.84706
H 1.47849 -0.84875 -0.51839
```

LUMO (alpha / beta), Ha: -0.005 / -0.005
DFT total energy, eV: -8636.0480
Largest force on an atom, hartree/bohr: 0.0273
Multiplicity: 1
Gap between HOMO and LUMO (alpha / beta), Ha: 0.3351 / 0.3351
Charge: 0

***

Question: Look up the largest force on an atom of the third one.
Answer: 0.0273 hartree/bohr